The following is a DFT calculation (wB97M-V/def2-TZVPD) of a structure of composition C32H28N4O4SSbTl.

Geometry as XYZ:
```
71
Properties=species:S:1:pos:R:3:forces:R:3
Tl -1.134 -1.277 -0.806 0.3 0.1 0.2
C 0.299 -0.077 7.972 0.0 0.0 0.0
C 1.366 0.606 7.407 0.0 0.0 0.0
C 1.510 0.646 6.027 0.0 0.0 -0.1
C 0.594 0.020 5.181 0.0 0.0 -0.1
C -0.462 -0.676 5.768 0.0 0.0 0.0
C -0.611 -0.723 7.148 0.0 0.0 0.0
Sb 0.936 0.186 3.028 0.0 -0.1 0.2
C -0.619 -1.244 2.562 0.1 0.1 -0.1
C -0.185 -2.511 2.158 0.0 0.0 0.1
C -1.090 -3.522 1.851 0.0 0.0 0.0
C -2.454 -3.270 1.906 0.0 0.0 0.0
C -2.903 -2.020 2.313 0.0 0.0 0.0
C -1.993 -1.024 2.656 0.0 0.0 0.0
C -0.101 2.067 2.982 0.0 -0.1 -0.1
C 0.484 3.115 3.690 0.0 0.0 0.1
C -0.126 4.359 3.754 0.0 0.0 0.0
C -1.339 4.572 3.111 0.0 0.0 0.0
C -1.913 3.547 2.376 0.0 0.0 0.0
C -1.287 2.308 2.301 0.1 0.1 -0.1
H 0.180 -0.107 9.047 0.0 0.0 0.0
H 2.094 1.097 8.042 0.0 0.0 0.0
H 2.360 1.174 5.604 0.0 0.0 0.0
H -1.182 -1.196 5.148 0.0 0.0 0.0
H -1.439 -1.271 7.582 0.0 0.0 0.0
H 0.878 -2.718 2.106 0.0 0.0 -0.1
H -0.732 -4.504 1.568 0.0 0.0 0.0
H -3.163 -4.046 1.648 0.0 0.0 0.0
H -3.966 -1.824 2.386 0.0 0.0 0.0
H -2.367 -0.080 3.032 0.0 0.0 -0.1
H 1.422 2.961 4.213 0.0 0.0 0.0
H 0.341 5.164 4.310 0.0 0.0 0.0
H -1.830 5.535 3.177 0.0 0.0 0.0
H -2.849 3.711 1.856 0.0 0.0 0.0
H -1.715 1.538 1.680 -0.1 -0.1 -0.1
O 1.932 1.997 0.330 -0.2 0.1 -0.2
C 1.452 1.045 -0.303 0.4 0.5 0.1
O 0.645 0.182 0.163 -0.5 -0.2 -0.1
C 1.934 0.815 -1.720 -0.1 -0.2 0.0
C 3.289 0.888 -2.018 0.0 0.0 0.0
C 3.757 0.544 -3.281 0.0 0.0 0.0
C 2.882 0.084 -4.252 0.0 0.0 -0.1
C 1.535 0.026 -3.939 0.1 0.0 0.1
C 1.048 0.424 -2.711 0.0 0.1 0.0
N 0.590 -0.539 -4.910 -0.1 0.1 -0.1
O -0.482 -0.932 -4.482 0.0 0.0 0.0
O 0.934 -0.602 -6.071 0.0 0.0 0.0
H 3.973 1.211 -1.244 0.0 0.0 0.0
H 4.812 0.613 -3.506 0.0 0.0 0.0
H 3.222 -0.225 -5.229 0.0 0.0 0.0
H -0.018 0.503 -2.555 0.0 -0.2 0.0
C 2.100 5.712 0.637 0.0 0.0 0.0
C 0.732 5.764 0.043 0.1 0.2 0.1
C -0.061 6.873 -0.019 0.1 0.0 0.0
C -1.348 6.719 -0.576 -0.1 -0.1 0.0
N -1.777 5.589 -1.095 0.0 0.1 0.0
C -0.956 4.510 -1.106 -0.1 -0.4 -0.2
S -1.348 3.064 -1.853 0.0 0.2 0.0
N 0.264 4.620 -0.487 0.3 -0.5 0.4
C -2.298 7.878 -0.580 0.0 0.0 0.0
H 2.328 6.632 1.170 0.0 0.0 0.0
H 2.839 5.562 -0.152 0.0 0.0 0.0
H 2.177 4.862 1.316 0.0 0.0 0.0
H 0.271 7.820 0.380 0.0 0.0 0.0
H 0.816 3.757 -0.353 -0.2 0.2 -0.2
H -1.849 8.735 -1.084 0.0 0.0 0.0
H -2.525 8.180 0.444 0.0 0.0 0.0
H -3.218 7.599 -1.086 0.0 0.0 0.0
N -4.033 1.261 -0.455 0.2 0.2 -0.1
C -2.939 0.890 -0.588 -0.4 -0.3 0.2
H -4.854 1.831 -0.461 0.0 0.0 0.0
```
Positions in Å, forces in eV/Å.

- Energy above the lowest of the compared OMol25 structures with the same formula, charge and spin: 0.899 eV
- Kohn-Sham gap: 0.2755 Eh
- Multiplicity: 1
- DFT total energy: -2567.0129 a.u.

=====

The following is a DFT calculation (wB97M-V/def2-TZVPD) of a structure of composition C32H29AuN4P2S2.

Geometry as XYZ:
```
70
Properties=species:S:1:pos:R:3:forces:R:3
Au 0.206 0.253 -0.144 0.0 0.1 0.1
C -4.949 -2.277 0.626 0.0 0.0 0.0
S -4.528 -0.592 0.146 0.0 0.0 0.1
C -2.806 -0.623 0.205 0.0 0.0 -0.1
S -2.123 0.933 -0.275 -0.1 -0.1 -0.1
N -2.163 -1.690 0.547 0.2 0.1 0.0
N -0.795 -1.547 0.520 -0.2 -0.1 0.1
C -0.094 -2.516 0.969 0.1 0.0 -0.1
C 1.372 -2.434 0.954 -0.2 0.0 0.0
C 2.137 -3.504 1.383 0.1 0.0 0.0
C 3.522 -3.395 1.333 0.0 0.0 0.0
C 4.081 -2.223 0.861 0.0 0.0 0.0
C 3.241 -1.193 0.453 0.0 0.0 0.0
N 1.919 -1.292 0.500 0.0 -0.1 0.0
H -6.033 -2.283 0.718 0.0 0.0 0.0
H -4.496 -2.523 1.582 0.0 0.0 0.0
H -4.636 -2.981 -0.139 0.0 0.0 0.0
H -0.591 -3.404 1.349 0.0 0.0 0.0
H 1.656 -4.404 1.742 0.0 0.0 0.0
H 4.147 -4.217 1.655 0.0 0.0 0.0
H 5.153 -2.095 0.801 0.0 0.0 0.0
H 3.646 -0.263 0.072 0.0 0.0 0.0
N 1.967 2.651 0.479 -0.2 0.1 -0.1
P 1.535 1.987 -1.040 0.1 -0.1 0.1
C 0.774 3.282 -2.005 0.0 0.0 -0.1
C 1.445 4.497 -2.169 0.0 0.0 0.0
C 0.869 5.497 -2.929 0.0 0.0 0.0
C -0.364 5.282 -3.539 0.0 0.0 0.0
C -1.021 4.071 -3.392 0.0 0.0 0.0
C -0.454 3.064 -2.623 0.0 0.0 0.0
C 3.047 1.443 -1.820 0.1 0.1 0.0
C 2.978 0.411 -2.754 0.0 0.0 0.0
C 4.130 -0.003 -3.404 0.0 0.0 0.0
C 5.344 0.607 -3.120 0.0 0.0 0.0
C 5.416 1.634 -2.186 0.0 0.0 0.0
C 4.268 2.056 -1.536 0.0 0.0 0.1
P 0.830 2.122 1.616 0.2 -0.1 0.0
C -0.039 3.533 2.273 -0.1 -0.1 0.0
C 0.686 4.437 3.057 0.0 0.0 0.1
C 0.053 5.567 3.542 0.0 0.0 0.0
C -1.294 5.781 3.266 0.0 0.0 0.0
C -2.013 4.874 2.504 0.0 0.0 0.0
C -1.388 3.742 2.000 0.0 0.1 -0.1
C 1.667 1.229 2.905 0.1 0.1 0.0
C 0.878 0.558 3.843 0.0 0.0 0.1
C 1.489 -0.129 4.876 0.0 0.0 0.0
C 2.877 -0.150 4.970 0.0 0.0 0.0
C 3.659 0.510 4.031 0.0 0.0 0.0
C 3.059 1.195 2.987 0.0 -0.1 0.0
H 2.254 3.624 0.529 0.1 0.0 0.0
H 2.420 4.668 -1.723 0.0 0.0 0.0
H 1.380 6.440 -3.057 0.0 0.0 0.0
H -0.807 6.065 -4.139 0.0 0.0 0.0
H -1.974 3.907 -3.876 0.0 0.0 0.0
H -0.965 2.117 -2.512 0.0 0.0 0.0
H 2.034 -0.074 -2.976 0.0 0.0 0.0
H 4.081 -0.802 -4.131 0.0 0.0 0.0
H 6.242 0.283 -3.630 0.0 0.0 0.0
H 6.364 2.106 -1.968 0.0 0.0 0.0
H 4.333 2.849 -0.800 0.0 0.0 0.0
H 1.727 4.256 3.304 0.0 0.0 0.0
H 0.604 6.274 4.147 0.0 0.0 0.0
H -1.784 6.662 3.658 0.0 0.0 0.0
H -3.062 5.043 2.302 0.0 0.0 0.0
H -1.944 3.031 1.403 0.0 0.0 0.0
H -0.205 0.582 3.775 0.0 0.0 0.0
H 0.888 -0.643 5.614 0.0 0.0 0.0
H 3.351 -0.682 5.783 0.0 0.0 0.0
H 4.737 0.495 4.117 0.0 0.0 0.0
H 3.664 1.700 2.245 0.0 0.0 0.0
```
Positions in Å, forces in eV/Å.

- Energy above the lowest of the compared OMol25 structures with the same formula, charge and spin: 0.000 eV
- Charge: +2
- Kohn-Sham gap (spin up / spin down): 0.2642 / 0.1972 Eh
- Multiplicity: 3
- DFT total energy: -3070.0881 a.u.

=====

The following is a DFT calculation (wB97M-V/def2-TZVPD) of a structure of composition C32H29BrCl5GdN4O2.

Geometry as XYZ:
```
74
Properties=species:S:1:pos:R:3:forces:R:3
Gd 0.346 -0.072 0.024 0.1 0.6 -0.4
C 2.303 2.294 1.277 0.0 0.0 0.0
N 0.871 2.265 1.589 -0.1 -0.1 0.0
C 0.756 2.055 3.044 0.1 0.0 0.0
C -0.649 1.974 3.638 0.0 0.1 0.0
C -1.591 0.985 2.939 -0.1 0.0 0.0
N -0.805 -0.098 2.400 -0.1 -0.1 0.1
C -0.849 -1.240 2.955 0.1 -0.1 0.0
C 0.080 -2.324 2.652 0.0 0.0 0.2
C -0.219 -3.607 3.116 0.1 -0.1 0.0
C 0.665 -4.654 2.949 -0.1 0.0 0.0
C 1.895 -4.407 2.342 0.1 0.0 0.0
C 2.231 -3.146 1.898 -0.1 -0.1 0.1
C 1.327 -2.078 2.026 -0.1 -0.1 0.0
O 1.638 -0.889 1.561 0.4 -0.2 0.3
C 0.234 3.516 1.172 0.0 0.1 0.0
C -0.070 3.560 -0.321 0.0 0.1 -0.1
C -1.425 2.980 -0.709 0.0 0.0 0.0
N -1.598 1.561 -0.368 0.0 0.2 -0.1
C -2.817 1.178 -0.340 -0.2 0.1 0.1
C -3.375 -0.136 -0.111 -0.2 -0.1 0.0
C -4.780 -0.197 -0.040 0.0 0.1 0.0
C -5.454 -1.371 0.179 -0.2 0.1 0.0
C -4.723 -2.548 0.332 0.2 -0.1 0.0
C -3.351 -2.537 0.265 -0.1 0.0 0.0
C -2.636 -1.341 0.037 0.0 0.1 0.1
O -1.350 -1.388 -0.034 0.0 0.0 0.0
H 2.822 3.076 1.854 0.0 0.0 0.0
H 2.463 2.500 0.219 0.0 0.0 0.0
H 2.744 1.324 1.517 0.0 0.0 0.0
H 1.299 2.863 3.566 0.0 0.0 0.0
H 1.286 1.123 3.252 -0.1 0.0 0.0
H -1.122 2.958 3.686 0.0 0.0 0.0
H -0.508 1.662 4.677 0.0 0.0 0.0
H -2.102 1.484 2.112 0.0 0.0 0.1
H -2.358 0.627 3.642 0.1 0.1 0.0
H -1.594 -1.470 3.733 0.1 0.2 0.0
H -1.170 -3.770 3.611 0.0 0.0 0.0
H 0.414 -5.646 3.296 0.0 0.0 0.0
H 2.603 -5.216 2.213 0.0 0.0 0.0
H 3.184 -2.949 1.428 0.1 0.0 0.0
H 0.870 4.368 1.465 0.0 0.0 0.0
H -0.703 3.626 1.720 0.0 0.0 0.0
H 0.728 3.068 -0.884 0.0 0.0 0.0
H -0.058 4.600 -0.660 0.0 0.0 0.0
H -1.550 3.094 -1.792 0.0 0.0 0.0
H -2.218 3.574 -0.234 0.0 0.0 0.0
H -3.594 1.943 -0.494 0.0 -0.1 0.0
H -5.341 0.724 -0.163 0.0 0.0 0.0
H -6.533 -1.381 0.228 0.0 0.0 0.0
H -5.243 -3.481 0.505 0.0 -0.1 0.0
H -2.767 -3.440 0.372 0.0 -0.1 0.0
Cl -1.081 -2.352 -2.731 0.0 -0.1 -0.2
C 0.631 -2.577 -2.484 -0.3 -0.1 -0.1
C 1.333 -1.715 -1.666 0.2 0.3 0.4
C 2.694 -1.936 -1.574 0.5 -0.1 -0.1
Cl 3.719 -0.833 -0.665 -0.2 0.0 0.0
C 3.348 -2.994 -2.209 -0.2 -0.1 -0.1
Cl 5.042 -3.253 -2.038 0.0 0.0 0.0
C 2.596 -3.863 -3.000 0.0 0.1 0.1
Cl 3.358 -5.187 -3.792 0.0 0.0 0.0
C 1.227 -3.645 -3.150 0.1 -0.1 0.0
Cl 0.312 -4.706 -4.152 0.0 0.0 0.0
Br 2.360 1.585 -2.661 0.0 0.0 0.0
C 0.672 1.569 -3.524 0.0 0.0 -0.2
C 0.528 2.218 -4.745 0.0 -0.1 0.1
C -0.719 2.168 -5.338 -0.1 0.0 0.0
C -1.747 1.488 -4.695 0.1 0.0 0.0
C -1.483 0.886 -3.481 0.0 -0.1 0.0
N -0.283 0.921 -2.897 0.2 0.1 0.1
H 1.362 2.733 -5.197 0.0 0.0 0.0
H -0.887 2.652 -6.290 0.0 0.0 0.0
H -2.734 1.423 -5.127 0.0 0.0 0.0
H -2.248 0.347 -2.937 0.0 0.0 0.0
```
Positions in Å, forces in eV/Å.

- Energy above the lowest of the compared OMol25 structures with the same formula, charge and spin: 0.000 eV
- Kohn-Sham gap (spin up / spin down): 0.2829 / 0.2250 Eh
- Multiplicity: 8
- DFT total energy: -7247.0249 a.u.